The following is a DFT calculation (the ωB97M-V functional and the def2-TZVPD basis) of a molecular structure, C16H31NP2PbS at a distorted geometry.

CARTESIAN COORDINATES (ANGSTROEM)
P -0.81664 -0.26000 2.33358
P -0.00627 -3.02495 -1.06828
C -0.44937 -0.39599 0.53958
C -0.98775 -1.58538 -0.26917
H 0.56281 -0.13676 0.15566
H -0.94154 0.52502 0.15365
H -1.72723 -2.09271 0.37368
H -1.52473 -1.14369 -1.11018
C 1.61599 -2.38368 -1.68367
H 2.29585 -3.26110 -1.63880
H 2.14647 -1.58058 -1.11352
H 1.51816 -2.08124 -2.73376
C -0.88597 -3.06428 -2.66872
H -0.43679 -2.34261 -3.36199
H -1.95752 -2.87977 -2.48402
H -0.69426 -4.09489 -3.00662
C 0.09426 1.03697 3.18215
H 0.04565 0.83261 4.26532
H -0.37565 2.00364 3.00835
H 1.16745 1.08279 2.92724
C -2.54617 0.12438 2.37152
H -3.04529 -0.39941 1.55632
H -2.66814 1.19802 2.29241
H -2.93745 -0.23973 3.33859
Pb 2.37621 -0.80869 1.09509
C 0.11758 0.93646 -2.24881
C 1.44728 0.94238 -1.91200
C 2.21070 2.21236 -1.69923
C 1.65824 3.16819 -0.60112
C 0.71724 2.57737 0.39501
C -0.61663 2.48731 0.19205
C -1.30044 2.82490 -1.09573
C -0.72447 2.15156 -2.41114
C -0.53646 -1.76651 3.27337
H -0.35117 0.03711 -2.60935
H 2.06630 0.07999 -2.11691
H 2.29744 2.77807 -2.65511
H 3.24475 1.95755 -1.41226
H 2.52008 3.59455 -0.05067
H 1.17882 4.02288 -1.10665
H 1.17068 2.40771 1.37536
H -1.30104 2.34910 1.03876
H -1.35582 3.92473 -1.24615
H -2.35894 2.52399 -1.05296
H -1.59723 1.91253 -3.05302
H -0.18790 2.93950 -2.94543
H -0.85757 -2.67211 2.74658
H -1.11261 -1.74035 4.23130
H 0.50970 -1.89847 3.54450
S 0.26669 -5.45206 1.72243
C 1.20013 -4.16256 1.63408
N 1.87262 -3.16416 1.60869

Cartesian forces (eV/Å) of the 2 atoms listed first:
P 2.258 -1.137 -0.658
P 0.309 0.230 1.043

Properties
Energy above the lowest of the compared OMol25 structures with the same formula, charge and spin (eV): 2.903
LUMO (alpha / beta) (eV): 0.12 / 0.12
Total charge: 0
Kohn-Sham gap (alpha / beta) (eV): 4.8444 / 4.8441
HOMO level (alpha / beta) (eV): -4.725 / -4.724

***

The following is a DFT calculation (the ωB97M-V functional and the def2-TZVPD basis) of a molecular structure, C16H31NP2SeV at a distorted geometry.

CARTESIAN COORDINATES (ANGSTROEM)
P 0.66628 -2.45699 1.68739
P 0.53788 2.48675 2.22668
C 0.41721 -0.77175 0.66743
C 0.91879 0.66273 1.13659
H -0.71319 -1.05647 0.17960
H 1.08186 -0.86515 -0.20444
H 1.82153 0.42042 1.71552
H 1.25680 1.20141 0.25093
C -0.88715 2.92429 0.92469
H -1.38721 3.55932 1.67449
H -1.81102 2.45628 0.32289
H -0.27455 3.56522 0.23776
C 1.76093 3.84347 1.66977
H 1.39233 4.20391 0.70033
H 2.84365 3.59166 1.55152
H 1.76943 4.71921 2.36402
C -0.46734 -3.52402 0.80268
H -0.61756 -4.53495 1.22817
H -0.07819 -3.62384 -0.21340
H -1.47124 -3.08707 0.68632
C 2.37313 -2.73957 1.58038
H 2.85609 -1.79722 1.84558
H 2.52921 -2.99146 0.53193
H 2.68500 -3.53778 2.24418
V -1.38014 0.61439 0.18649
C -0.03847 1.43788 -1.81604
C -1.40358 1.58014 -1.75097
C -2.30731 0.89038 -2.75844
C -1.78516 -0.46617 -3.16400
C -1.01497 -1.14586 -2.03921
C 0.32391 -1.32585 -2.07263
C 1.22979 -0.49051 -2.92012
C 0.69296 0.94732 -3.05377
C 0.05604 -2.39782 3.46692
H 0.61406 1.94034 -1.09191
H -1.92039 2.46707 -1.32582
H -2.55051 1.49159 -3.65024
H -3.28596 0.76436 -2.30213
H -2.62514 -1.12453 -3.45232
H -1.23662 -0.42204 -4.12305
H -1.64908 -1.65657 -1.27693
H 0.84506 -2.21102 -1.67004
H 1.45616 -0.90774 -3.91921
H 2.23832 -0.43491 -2.49742
H 1.53574 1.63122 -3.26048
H 0.11700 1.04454 -3.98474
H 0.84520 -1.87907 4.03852
H -0.27594 -3.27465 4.05993
H -0.83954 -1.76178 3.38845
Se -1.41107 0.99983 5.26225
C -1.64849 0.64001 3.54301
N -1.78454 0.40106 2.37289

Cartesian forces (eV/Å) of the 2 atoms listed first:
P -3.060 1.799 1.914
P -1.395 -1.634 -0.685

Properties
LUMO (alpha / beta) (eV): -7.47 / -7.29
Total charge: +2
2S+1: 2
Kohn-Sham gap (alpha / beta) (eV): 5.4986 / 5.6622
HOMO level (alpha / beta) (eV): -12.965 / -12.956

***

The following is a DFT calculation (the ωB97M-V functional and the def2-TZVPD basis) of 2 unconnected molecules or ions with the total composition C16H32BF3INO5PS at a distorted geometry.

CARTESIAN COORDINATES (ANGSTROEM)
C -0.57452 1.53507 3.54624
C -2.12609 0.99387 3.58101
C -2.77039 0.75834 5.10647
C -3.00188 0.74080 2.40519
C -2.95813 -0.55788 1.40695
C -1.51665 -0.78943 0.63950
C -1.41219 0.01277 -0.80977
C -1.39584 1.60932 -0.46171
C -0.24430 -0.52669 -1.80564
C 0.95591 0.51793 -2.16863
B 2.22341 0.53039 -1.10761
C 3.60911 -0.04690 -1.85691
C 3.47013 -1.59308 -2.38171
C 4.85361 -2.17500 -3.08740
I 6.45237 -0.69632 -3.29799
C 1.93396 -0.22334 0.32323
O 3.19689 -0.27314 1.13305
C 3.08440 -1.33261 2.17307
F 1.73821 -1.33261 2.85341
F 3.27360 -2.71179 1.63477
F 4.11926 -1.16800 3.25233
P 2.65369 2.38654 -0.67640
O 1.52601 3.11324 0.43368
O 4.22921 2.42522 0.14370
S 2.93229 3.45776 -2.32366
H -0.01365 1.28159 2.55128
H -0.57455 2.72369 3.65505
H 0.03403 1.05578 4.44858
H -2.12350 1.44567 5.83686
H -2.74470 -0.36789 5.42540
H -3.83973 1.23971 5.08588
H -3.84426 1.55538 2.17984
H -3.18810 -1.51863 2.05990
H -3.88108 -0.46741 0.65704
H -1.36623 -1.95231 0.41486
H -0.67944 -0.50081 1.40348
H -2.45602 -0.20015 -1.34894
H -2.49804 1.88378 -0.09510
H -0.70510 1.76042 0.47088
H -1.17636 2.32245 -1.36374
H -0.76918 -0.80727 -2.84057
H 0.13770 -1.57439 -1.37875
H 1.41910 0.14101 -3.20350
H 0.63066 1.62502 -2.36286
H 4.48261 0.14408 -1.09930
H 3.72817 0.64473 -2.82177
H 2.62302 -1.72192 -3.21232
H 3.24053 -2.34266 -1.48278
H 5.24960 -3.12212 -2.49439
H 4.58535 -2.53766 -4.19236
H 1.57499 -1.33454 0.24146
H 1.21006 0.47816 0.93704
H 1.63359 4.10869 0.48533
H 4.90336 2.29345 -0.61095
C -6.22077 -1.52448 -2.66860
N -5.01511 -1.60190 -1.80010
O -3.91264 -1.51389 -2.35311
O -5.20965 -1.74877 -0.58791
H -5.90190 -1.39568 -3.70507
H -6.77392 -2.45812 -2.54849
H -6.81094 -0.66748 -2.33742

Cartesian forces (eV/Å) of the 2 atoms listed first:
C 0.059 -1.430 0.325
C -0.746 -0.387 -0.669

Properties
LUMO (eV): 1.55
Total charge: -1
Kohn-Sham gap (eV): 6.2342
HOMO level (eV): -4.682

***

The following is a DFT calculation (the ωB97M-V functional and the def2-TZVPD basis) of 3 unconnected molecules or ions with the total composition C16H32Br2O6 at a distorted geometry.

CARTESIAN COORDINATES (ANGSTROEM)
C 2.26720 -5.60646 -2.53662
C 1.82361 -4.00168 -2.67475
C 0.84628 -3.87818 -3.98200
C -0.43501 -2.87484 -3.81414
O -0.45540 -2.07195 -2.58343
C -0.21267 -0.62519 -2.90333
O 0.93119 -0.19523 -3.50304
C -1.81171 -3.76834 -4.06181
Br -2.71445 -3.56723 -5.88027
C -2.38016 -4.70563 -3.01138
C -3.76953 -5.58081 -3.23685
Br -1.48780 -4.96973 -1.19595
H 1.33157 -6.30134 -2.43615
H 2.94951 -5.96265 -3.43987
H 2.91122 -5.66323 -1.55341
H 1.33427 -3.72099 -1.65020
H 2.82120 -3.42605 -2.91540
H 0.52752 -4.97416 -4.31919
H 1.51457 -3.46713 -4.88188
H -0.37760 -2.10182 -4.72188
H -1.02041 0.21839 -2.66965
H -4.65498 -5.04648 -2.64775
H -4.09870 -5.67250 -4.35614
H -3.68045 -6.68890 -2.80846
C -0.53586 3.42302 -0.18451
O 0.26760 2.36079 0.31735
C 1.28260 1.96529 -0.61065
C 2.65348 2.50428 -0.19456
O 2.71189 3.92807 -0.32944
C 2.60479 4.59131 0.92673
H -1.16945 3.78704 0.62834
H 0.07532 4.25429 -0.54839
H -1.17834 3.05345 -0.98896
H 1.02814 2.27972 -1.62979
H 1.31625 0.87063 -0.59541
H 3.41237 2.09128 -0.86742
H 2.90460 2.19494 0.82687
H 3.52032 4.43863 1.50573
H 1.74058 4.24133 1.49739
H 2.48606 5.66201 0.73851
C -0.61782 0.84554 5.53815
O 0.23032 1.78683 4.88978
C -0.31117 2.23374 3.64281
C -0.90459 3.63904 3.76891
O -2.08284 3.63170 4.58160
C -1.83642 4.14026 5.88925
H -0.23541 0.67861 6.54837
H -1.64604 1.21207 5.61138
H -0.59911 -0.10463 4.99655
H -1.05479 1.52469 3.26001
H 0.52001 2.26614 2.93025
H -1.20821 3.98273 2.77447
H -0.16250 4.34627 4.15777
H -1.67059 5.22053 5.84166
H -0.97839 3.65215 6.35885
H -2.72211 3.95039 6.50197

Cartesian forces (eV/Å) of the 2 atoms listed first:
C 0.497 0.719 0.383
C 0.557 -1.694 -0.637

Properties
LUMO (eV): -0.33
Total charge: 0
SMILES: CCC[C@H](OC=O)/C(Br)=C(/C)Br.COCCOC.COCCOC
Kohn-Sham gap (eV): 8.7995
HOMO level (eV): -9.130

***

Calculated total energy, respectively: -53239.66429; -128172.01479; -65883.27261; -169471.82298 eV.